{
  "formula": "C16H21Cl2FO2W",
  "method": "ωB97M-V with the def2-TZVPD basis set",
  "total_energy_ev": -50614.8296,
  "total_charge": -2,
  "homo_ha": [-0.009, -0.009],
  "multiplicity": 3,
  "s_squared": 2.020,
  "e_lumo_ev": [4.9, 4.9],
  "symbols": ["C", "C", "C", "C", "C", "C", "C", "C", "C", "C", "W", "Cl", "Cl", "O", "H", "H", "H", "H", "H", "H", "H", "H", "H", "H", "H", "H", "H", "H", "H", "H", "O", "H", "F", "C", "C", "C", "C", "C", "C", "H", "H", "H", "H"],
  "coordinates": [[-1.0486, 1.8455, 0.9094], [-2.1068, 1.3794, 0.0371], [-1.5133, 1.2631, -1.3105], [-3.4590, 0.9983, 0.5238], [-0.1313, 1.6767, -1.2011], [0.1141, 2.0977, 0.1338], [1.3645, 2.7493, 0.6231], [-1.1783, 2.2483, 2.3371], [-2.1367, 0.9284, -2.6207], [0.8448, 1.7990, -2.3239], [-0.7587, -0.3204, -0.0065], [-2.3597, -1.6500, -0.8323], [-0.9306, -0.7987, 2.3033], [0.6928, -0.9418, -2.1237], [-3.3664, 0.5381, 1.5118], [-3.9701, 0.2846, -0.1293], [-4.0771, 1.8959, 0.6286], [-3.1012, 0.4215, -2.5026], [-1.4562, 0.2768, -3.1847], [-2.2804, 1.8456, -3.2043], [0.8370, 0.8353, -2.8643], [1.8536, 1.9388, -1.9250], [0.6036, 2.6559, -2.9699], [2.2285, 2.5649, -0.0263], [1.6392, 2.3970, 1.6245], [1.2299, 3.8429, 0.6684], [-1.9787, 1.7166, 2.8574], [-1.3835, 3.3247, 2.4155], [-0.2471, 2.0659, 2.8838], [1.5075, -0.9626, -1.6033], [3.8806, 0.6917, 1.5714], [3.8896, 0.2753, 0.6904], [2.8842, -5.6815, 1.0587], [2.1351, -4.5488, 0.8265], [1.1619, -4.5827, -0.1709], [0.3752, -3.4264, -0.3502], [0.6202, -2.2653, 0.3779], [1.6495, -2.2521, 1.3188], [2.3677, -3.4211, 1.6069], [1.0074, -5.4829, -0.7625], [-0.4094, -3.4398, -1.0911], [1.9263, -1.3411, 1.8628], [3.0802, -3.4421, 2.4318]]
}

{
  "formula": "C15H15MnN6OPS4",
  "method": "ωB97M-V with the def2-TZVPD basis set",
  "total_energy_ev": -110723.5849,
  "total_charge": 2,
  "homo_ha": [-0.525, -0.549],
  "multiplicity": 4,
  "s_squared": 3.849,
  "e_lumo_ev": [-7.9, -8.6],
  "symbols": ["Mn", "C", "N", "C", "C", "N", "C", "P", "C", "N", "C", "C", "N", "C", "C", "N", "C", "C", "N", "C", "H", "H", "H", "H", "H", "H", "H", "H", "H", "H", "H", "H", "H", "H", "H", "O", "C", "S", "C", "C", "S", "S", "S"],
  "coordinates": [[-0.7299, 1.2534, -0.4426], [-0.6751, -4.2205, -0.6785], [-1.0944, -2.8634, -0.9042], [-2.2486, -2.4978, -1.5170], [-2.2957, -1.1326, -1.5019], [-1.1782, -0.6607, -0.8853], [-0.4594, -1.7387, -0.5273], [1.1894, -1.6328, 0.2887], [0.6233, -0.4565, 1.5934], [-0.0780, 0.6644, 1.3512], [-0.2689, 1.2682, 2.5560], [0.3208, 0.5085, 3.5269], [0.8654, -0.5713, 2.9123], [1.5267, -1.6562, 3.5837], [1.7962, -0.2897, -0.8174], [1.1493, 0.8601, -1.0791], [2.0006, 1.6167, -1.8208], [3.1615, 0.9193, -2.0147], [3.0153, -0.2742, -1.3907], [3.9923, -1.3296, -1.3830], [-0.6066, -4.7567, -1.6250], [0.2983, -4.2278, -0.1891], [-1.3993, -4.7394, -0.0487], [-2.9484, -3.2090, -1.9111], [-3.0476, -0.4803, -1.9083], [-0.8126, 2.1886, 2.6656], [0.3816, 0.6687, 4.5844], [2.4013, -1.2956, 4.1273], [0.8494, -2.1162, 4.3042], [1.8317, -2.4082, 2.8569], [1.7459, 2.6006, -2.1662], [4.0577, 1.1907, -2.5378], [4.6657, -1.1941, -2.2261], [4.5771, -1.3141, -0.4623], [3.5073, -2.3015, -1.4723], [-5.0904, 6.4670, -0.7213], [-4.3480, 5.5567, -0.6623], [-4.6517, 4.0776, 0.3187], [-3.2058, 3.2517, -0.1498], [-2.3325, 3.9184, -1.0123], [-0.8750, 3.1656, -1.4741], [-2.7734, 5.4949, -1.5573], [-2.8385, 1.6956, 0.4152]]
}

{
  "formula": "C30H36N2O2PPdS2Si",
  "method": "ωB97M-V with the def2-TZVPD basis set",
  "total_energy_ev": -81089.2479,
  "total_charge": -2,
  "homo_ha": [-0.007, -0.006],
  "multiplicity": 2,
  "s_squared": 0.782,
  "relative_energy_kcal_mol": 59.01,
  "e_lumo_ev": [4.7, 4.7],
  "symbols": ["Pd", "N", "C", "C", "C", "C", "C", "C", "C", "C", "C", "C", "C", "C", "H", "H", "H", "H", "H", "H", "H", "H", "H", "H", "C", "C", "O", "P", "S", "S", "O", "C", "C", "H", "H", "H", "H", "H", "H", "H", "H", "H", "H", "C", "Si", "C", "C", "C", "C", "C", "C", "C", "H", "H", "H", "H", "H", "H", "H", "H", "H", "H", "H", "N", "C", "C", "C", "C", "C", "C", "H", "H", "H", "H", "H"],
  "coordinates": [[0.0076, 0.4664, 0.4595], [2.7888, 0.1954, 2.1952], [3.7516, 0.4599, 1.2437], [4.8667, -0.3820, 1.1420], [5.8232, -0.2007, 0.1561], [5.6991, 0.8410, -0.7525], [4.6082, 1.6925, -0.6367], [3.6280, 1.5336, 0.3362], [2.5471, 2.5555, 0.4803], [2.9784, 3.8908, 0.5603], [2.0838, 4.9287, 0.7480], [0.7288, 4.6271, 0.8612], [0.3077, 3.3093, 0.7739], [1.1861, 2.2301, 0.5801], [3.0240, -0.3867, 2.9812], [2.0118, 0.8216, 2.3210], [4.9576, -1.2024, 1.8474], [6.6624, -0.8852, 0.0963], [6.4282, 0.9814, -1.5403], [4.4865, 2.5091, -1.3391], [4.0426, 4.1007, 0.4987], [2.4354, 5.9524, 0.8175], [0.0017, 5.4199, 1.0078], [-0.7632, 3.1206, 0.8281], [-5.0395, -0.8032, 1.9887], [-4.0896, -1.5440, 2.9036], [-3.0445, -0.6634, 3.3049], [-1.5247, -0.9832, 2.8281], [-0.3932, 0.4333, 3.5098], [-1.4617, -1.3760, 0.9060], [-1.3797, -2.4018, 3.6529], [-0.1702, -3.1355, 3.4656], [0.7334, -2.9778, 4.6756], [-5.9288, -1.4099, 1.7963], [-4.5555, -0.5673, 1.0399], [-5.3494, 0.1340, 2.4538], [-3.6819, -2.4238, 2.3976], [-4.5922, -1.8838, 3.8133], [0.3470, -2.8036, 2.5566], [-0.4569, -4.1785, 3.3191], [0.8197, -1.9205, 4.9245], [1.7272, -3.3720, 4.4506], [0.3319, -3.5103, 5.5395], [1.7430, -2.1416, -0.5214], [0.8108, -0.7219, -1.3166], [2.0823, 0.0535, -2.4151], [-0.4451, -1.5857, -2.4317], [-0.9471, -0.9566, -3.5753], [-1.8552, -1.5920, -4.4127], [-2.2857, -2.8840, -4.1270], [-1.7972, -3.5321, -3.0028], [-0.8849, -2.8868, -2.1694], [2.1193, -2.8044, -1.3091], [1.1270, -2.7317, 0.1630], [2.5977, -1.7320, 0.0228], [2.1383, -0.4808, -3.3684], [3.0663, 0.0102, -1.9485], [1.7899, 1.0885, -2.5956], [-0.6253, 0.0512, -3.7750], [-2.2466, -1.0667, -5.2769], [-3.0059, -3.3772, -4.7710], [-2.1332, -4.5367, -2.7670], [-0.5238, -3.3991, -1.2856], [-0.4404, 1.2810, -1.6515], [-1.7357, 1.5724, -1.7703], [-2.2188, 2.0466, -3.0480], [-3.5228, 2.4323, -3.2794], [-4.4892, 2.3928, -2.2705], [-4.0618, 1.9599, -1.0121], [-2.7588, 1.5727, -0.7609], [-1.4894, 2.1211, -3.8478], [-3.8016, 2.7775, -4.2724], [-5.5126, 2.6968, -2.4514], [-4.7753, 1.9286, -0.1926], [-2.5015, 1.2523, 0.2482]]
}

Repeat the first record exactly.
{
  "formula": "C16H21Cl2FO2W",
  "method": "ωB97M-V with the def2-TZVPD basis set",
  "total_energy_ev": -50614.8296,
  "total_charge": -2,
  "homo_ha": [-0.009, -0.009],
  "multiplicity": 3,
  "s_squared": 2.020,
  "e_lumo_ev": [4.9, 4.9],
  "symbols": ["C", "C", "C", "C", "C", "C", "C", "C", "C", "C", "W", "Cl", "Cl", "O", "H", "H", "H", "H", "H", "H", "H", "H", "H", "H", "H", "H", "H", "H", "H", "H", "O", "H", "F", "C", "C", "C", "C", "C", "C", "H", "H", "H", "H"],
  "coordinates": [[-1.0486, 1.8455, 0.9094], [-2.1068, 1.3794, 0.0371], [-1.5133, 1.2631, -1.3105], [-3.4590, 0.9983, 0.5238], [-0.1313, 1.6767, -1.2011], [0.1141, 2.0977, 0.1338], [1.3645, 2.7493, 0.6231], [-1.1783, 2.2483, 2.3371], [-2.1367, 0.9284, -2.6207], [0.8448, 1.7990, -2.3239], [-0.7587, -0.3204, -0.0065], [-2.3597, -1.6500, -0.8323], [-0.9306, -0.7987, 2.3033], [0.6928, -0.9418, -2.1237], [-3.3664, 0.5381, 1.5118], [-3.9701, 0.2846, -0.1293], [-4.0771, 1.8959, 0.6286], [-3.1012, 0.4215, -2.5026], [-1.4562, 0.2768, -3.1847], [-2.2804, 1.8456, -3.2043], [0.8370, 0.8353, -2.8643], [1.8536, 1.9388, -1.9250], [0.6036, 2.6559, -2.9699], [2.2285, 2.5649, -0.0263], [1.6392, 2.3970, 1.6245], [1.2299, 3.8429, 0.6684], [-1.9787, 1.7166, 2.8574], [-1.3835, 3.3247, 2.4155], [-0.2471, 2.0659, 2.8838], [1.5075, -0.9626, -1.6033], [3.8806, 0.6917, 1.5714], [3.8896, 0.2753, 0.6904], [2.8842, -5.6815, 1.0587], [2.1351, -4.5488, 0.8265], [1.1619, -4.5827, -0.1709], [0.3752, -3.4264, -0.3502], [0.6202, -2.2653, 0.3779], [1.6495, -2.2521, 1.3188], [2.3677, -3.4211, 1.6069], [1.0074, -5.4829, -0.7625], [-0.4094, -3.4398, -1.0911], [1.9263, -1.3411, 1.8628], [3.0802, -3.4421, 2.4318]]
}